# 1
Molecular formula: C7H13N
Method: DFT, ωB97M-V with the def2-TZVPD basis set

Geometry as ORCA input:
```
! RIJCOSX wB97M-V def2-TZVPD def2/J DEFGRID3
* xyz 0 1
C -4.27348 1.31614 0.10698
C -3.07364 1.05807 0.59061
C -2.10940 0.26284 -0.27763
N -0.77120 0.48478 0.26546
C 0.27039 -0.29648 -0.19840
C 1.58958 -0.03306 -0.11885
C 2.55901 -1.23179 -0.32482
C 3.88993 -0.90984 0.29687
H -4.67344 1.15262 -0.87456
H -5.00720 1.90135 0.64779
H -2.62651 1.37167 1.54697
H -2.17595 0.40836 -1.35702
H -2.20689 -0.82453 -0.45816
H -0.56669 1.47340 0.49332
H 0.01223 -1.29510 -0.53829
H 1.97450 0.91227 0.25281
H 1.99647 -2.04224 0.15459
H 2.58219 -1.34283 -1.41640
H 3.76003 -0.55655 1.33405
H 4.30004 -0.03129 -0.19913
H 4.55002 -1.77780 0.07382
*
```

As for the LUMO energy: 1.15 eV. Its HOMO energy is -7.5482 eV. Its calculated total energy is -329.182046 hartree. Its energy relative to the best compared isomer or geometry (same formula, charge and spin) is 234.8 kJ/mol. The calculation puts the HOMO-LUMO gap at 8.6982 eV.

Let us look at the Mulliken charges, expressed in e, one per atom: atom 1 (C): -0.8671, atom 2 (C): -0.0715, atom 3 (C): -0.4986, atom 4 (N): -0.2222, atom 5 (C): -0.2029, atom 6 (C): -0.4559, atom 7 (C): -0.2775, atom 8 (C): -1.2620, atom 9 (H): 0.2642, atom 10 (H): 0.2563, atom 11 (H): 0.3549, atom 12 (H): 0.3506, atom 13 (H): 0.3053, atom 14 (H): 0.2579, atom 15 (H): 0.1780, atom 16 (H): 0.3170, atom 17 (H): 0.3405, atom 18 (H): 0.2619, atom 19 (H): 0.3390, atom 20 (H): 0.3025, atom 21 (H): 0.3295

# 2
Molecular formula: C7H13N
Method: DFT, ωB97M-V with the def2-TZVPD basis set

Geometry as ORCA input:
```
! RIJCOSX wB97M-V def2-TZVPD def2/J DEFGRID3
* xyz 0 1
C 2.38709 -0.48942 -0.17929
C 1.00164 -0.07787 -0.85406
C 0.13709 0.47253 0.39760
C -0.27388 -0.92189 0.97162
C -1.55291 -0.97669 -0.01114
C -1.13866 1.07604 -0.11827
C 0.19257 1.95552 0.35699
H 2.03294 -0.58350 1.03620
H 2.95495 0.57148 -0.42168
H 3.01078 -1.55035 -0.62377
H 0.93030 0.91100 -1.46933
H 0.33555 -0.83832 -1.51998
H 0.18684 -1.84162 0.72133
H -0.72904 -1.40689 2.17828
H -2.51786 -0.85706 0.61261
H -1.67374 -2.06601 -0.66352
H -2.75790 0.00328 -1.25807
H -1.79019 1.29041 0.72471
H -0.28343 2.72144 1.08499
H 1.13953 2.48008 0.00719
N -1.59167 0.12784 -0.97241
*
```

As for the LUMO energy: 0.96 eV. Its HOMO energy is -8.7957 eV. Its calculated total energy is -328.917917 hartree. Its energy relative to the best compared isomer or geometry (same formula, charge and spin) is 928.2 kJ/mol. The calculation puts the HOMO-LUMO gap at 9.7520 eV.

Let us look at the Mulliken charges, expressed in e, one per atom: atom 1 (C): -0.7813, atom 2 (C): -0.5788, atom 3 (C): 1.0916, atom 4 (C): -0.8446, atom 5 (C): -0.6847, atom 6 (C): -0.5519, atom 7 (C): -0.9997, atom 8 (H): 0.2680, atom 9 (H): 0.2252, atom 10 (H): 0.2414, atom 11 (H): 0.4423, atom 12 (H): 0.2728, atom 13 (H): 0.3309, atom 14 (H): 0.1966, atom 15 (H): 0.4427, atom 16 (H): 0.2081, atom 17 (H): 0.3624, atom 18 (H): 0.3405, atom 19 (H): 0.2328, atom 20 (H): 0.2276, atom 21 (N): -0.4418

# 3
Molecular formula: C7H13N
Method: DFT, ωB97M-V with the def2-TZVPD basis set

Geometry as ORCA input:
```
! RIJCOSX wB97M-V def2-TZVPD def2/J DEFGRID3
* xyz 0 1
C 0.53746 -3.18878 -2.81332
C 0.52412 -2.20110 -1.93365
C -0.45247 -2.03419 -0.80286
N -0.82918 -0.64802 -0.57907
C -0.43211 -0.03660 0.61592
C 0.12386 1.16701 0.69602
C 0.41721 1.93849 1.95092
C -0.21541 3.33209 1.88506
H -0.22497 -3.95622 -2.81033
H 1.28758 -3.29671 -3.58762
H 1.29012 -1.43777 -1.99559
H 0.01398 -2.43668 0.08759
H -1.32746 -2.66323 -0.99402
H -0.69523 -0.06943 -1.39742
H -0.67306 -0.61177 1.50442
H 0.33523 1.68556 -0.23449
H 0.02062 1.42532 2.82592
H 1.50248 1.99201 2.07633
H -0.30768 3.84615 2.84176
H -1.22038 3.24218 1.48892
H 0.32528 3.95169 1.17552
*
```

As for the LUMO energy: 1.20 eV. Its HOMO energy is -7.9126 eV. Its calculated total energy is -329.217901 hartree. Its energy relative to the best compared isomer or geometry (same formula, charge and spin) is 140.6 kJ/mol. The calculation puts the HOMO-LUMO gap at 9.1124 eV.

Let us look at the Mulliken charges, expressed in e, one per atom: atom 1 (C): -0.8522, atom 2 (C): -0.0568, atom 3 (C): -0.4061, atom 4 (N): -0.3326, atom 5 (C): -0.0221, atom 6 (C): -0.4899, atom 7 (C): -0.3803, atom 8 (C): -1.1593, atom 9 (H): 0.2463, atom 10 (H): 0.2592, atom 11 (H): 0.3034, atom 12 (H): 0.2878, atom 13 (H): 0.2737, atom 14 (H): 0.2417, atom 15 (H): 0.3208, atom 16 (H): 0.2217, atom 17 (H): 0.2995, atom 18 (H): 0.2675, atom 19 (H): 0.3345, atom 20 (H): 0.3458, atom 21 (H): 0.2976

# 4
Molecular formula: C7H13N
Method: DFT, ωB97M-V with the def2-TZVPD basis set

Geometry as ORCA input:
```
! RIJCOSX wB97M-V def2-TZVPD def2/J DEFGRID3
* xyz 0 1
C -1.08496 1.00142 1.08928
C -0.06575 1.62972 0.18131
C 1.10760 0.64356 -0.07554
C 0.97649 -0.09442 -1.42674
C 0.16776 -1.37410 -1.10512
C -0.09712 -1.23054 0.41940
C -1.40181 -0.43687 0.67115
N 1.00091 -0.39278 0.98651
H -1.97772 1.61730 1.15807
H -0.64241 0.99858 2.08927
H 0.27381 2.62204 0.58102
H -0.53829 1.79773 -0.80430
H 2.03544 1.22245 0.01716
H 1.96839 -0.37525 -1.79312
H 0.51274 0.56914 -2.18895
H 0.81036 -2.27617 -1.30267
H -0.76125 -1.37737 -1.67113
H -0.12751 -2.20260 0.91359
H -2.02305 -0.87875 1.50128
H -1.97742 -0.46678 -0.24306
H 1.84378 -0.99632 1.00261
*
```

As for the LUMO energy: 1.06 eV. Its HOMO energy is -9.1007 eV. Its calculated total energy is -329.265188 hartree. Its energy relative to the best compared isomer or geometry (same formula, charge and spin) is 16.5 kJ/mol. The calculation puts the HOMO-LUMO gap at 10.1638 eV.

Let us look at the Mulliken charges, expressed in e, one per atom: atom 1 (C): -0.6002, atom 2 (C): -0.9355, atom 3 (C): 0.1665, atom 4 (C): -0.8097, atom 5 (C): -0.7732, atom 6 (C): 0.1394, atom 7 (C): -0.9679, atom 8 (N): -0.6816, atom 9 (H): 0.4297, atom 10 (H): 0.3106, atom 11 (H): 0.3112, atom 12 (H): 0.2725, atom 13 (H): 0.4732, atom 14 (H): 0.3248, atom 15 (H): 0.3312, atom 16 (H): 0.3212, atom 17 (H): 0.2873, atom 18 (H): 0.4981, atom 19 (H): 0.2866, atom 20 (H): 0.3179, atom 21 (H): 0.2977

# 5
Molecular formula: C7H13N
Method: DFT, ωB97M-V with the def2-TZVPD basis set

Geometry as ORCA input:
```
! RIJCOSX wB97M-V def2-TZVPD def2/J DEFGRID3
* xyz 0 1
C -1.96562 -0.66599 1.03704
C -0.88371 -0.00622 0.66256
C 0.48283 -0.40762 0.58981
C 1.02764 -0.95737 -0.53573
C 0.36852 -0.94262 -1.88596
C 2.41971 -1.52004 -0.51034
N -0.50126 1.52661 0.64852
C -1.37298 2.60908 1.06105
H -1.95906 -1.75041 1.11124
H -2.89535 -0.14513 1.23622
H 1.02889 -0.42657 1.53072
H -0.53260 -0.32515 -1.91724
H 1.04634 -0.53438 -2.64547
H 0.09008 -1.95809 -2.18717
H 2.83151 -1.56651 0.50212
H 3.09650 -0.90651 -1.11721
H 2.42940 -2.53351 -0.92615
H 0.07862 1.79698 -0.14421
H -0.81081 3.54893 1.11652
H -2.17395 2.76042 0.32770
H -1.80471 2.40409 2.04599
*
```

As for the LUMO energy: 0.97 eV. Its HOMO energy is -8.1570 eV. Its calculated total energy is -329.188630 hartree. Its energy relative to the best compared isomer or geometry (same formula, charge and spin) is 217.5 kJ/mol. The calculation puts the HOMO-LUMO gap at 9.1315 eV.

Let us look at the Mulliken charges, expressed in e, one per atom: atom 1 (C): -0.9434, atom 2 (C): 0.0758, atom 3 (C): -0.6642, atom 4 (C): 1.2441, atom 5 (C): -1.2544, atom 6 (C): -1.3081, atom 7 (N): -0.1800, atom 8 (C): -0.8728, atom 9 (H): 0.2926, atom 10 (H): 0.3024, atom 11 (H): 0.2457, atom 12 (H): 0.3306, atom 13 (H): 0.3366, atom 14 (H): 0.3178, atom 15 (H): 0.3248, atom 16 (H): 0.2939, atom 17 (H): 0.3322, atom 18 (H): 0.2372, atom 19 (H): 0.3048, atom 20 (H): 0.2999, atom 21 (H): 0.2845